{
  "formula": "C3H3MgO4Tl",
  "method": "ωB97M-V/def2-TZVPD",
  "elements": ["C", "O", "O", "C", "O", "O", "C", "H", "H", "H", "Mg", "Tl"],
  "positions_angstrom": [[1.03776, 1.42014, 0.28035], [0.60188, 2.55257, 0.14644], [2.24488, 1.05974, 0.42544], [0.09115, 0.23854, -0.13212], [0.49490, -0.90768, -0.24327], [-1.16430, 0.56675, -0.12617], [-2.13159, -0.48930, -0.05477], [-1.98724, -1.05917, 0.87056], [-3.10781, -0.00012, -0.06584], [-2.02230, -1.16061, -0.91448], [3.68121, 0.11976, -0.67281], [2.26148, -2.34063, 0.48666]],
  "total_charge": 0,
  "fmax_ev_per_a": 2.737,
  "e_lumo_ev": -0.5341,
  "de_lowest_kcal_mol": 0.0,
  "gap_ev": 5.793
}